[1]
C32H70IN2O6 | wB97M-V/def2-TZVPD

Total charge: +1
Frontier orbital gap, eV: 5.9
LUMO, eV: -4.79
Highest occupied orbital energy, eV: -10.7336

Atoms and positions in Å:
C 5.72 -2.43 -3.86
C 4.29 -2.12 -4.61
C 3.55 -3.57 -4.85
O 2.10 -3.58 -4.62
C 1.77 -4.12 -3.28
C 2.04 -5.68 -3.02
C 2.63 -6.75 -4.10
C 1.65 -6.05 -1.48
C 1.11 -4.82 -0.63
C 0.76 -5.16 0.97
N 0.86 -3.42 -0.98
N 1.21 -3.23 -2.27
C 0.97 -1.77 -2.72
C -0.08 -0.96 -1.72
C -1.61 -1.51 -1.89
I -0.12 1.14 -2.47
H 6.12 -1.49 -3.24
H 5.69 -3.32 -3.10
H 6.55 -2.66 -4.68
H 4.56 -1.65 -5.68
H 3.64 -1.31 -4.07
H 4.16 -4.37 -4.26
H 3.71 -3.83 -6.00
H 3.75 -6.50 -4.46
H 2.74 -7.80 -3.54
H 1.89 -6.90 -5.00
H 1.75 -7.11 -1.01
H -0.24 -5.77 1.08
H 0.77 -4.17 1.63
H 1.68 -5.80 1.37
H 1.99 -1.20 -2.65
H 0.48 -1.72 -3.80
H 0.30 -0.87 -0.61
H -2.44 -0.70 -1.63
H -1.76 -1.73 -3.05
H -1.78 -2.54 -1.35
C -2.42 5.87 1.22
C -1.36 6.83 0.72
O -0.03 6.37 0.95
C 0.33 5.13 0.34
C 0.22 5.15 -1.17
H -2.30 5.68 2.30
H -3.42 6.29 1.05
H -2.38 4.91 0.72
H -1.46 7.78 1.26
H -1.50 7.06 -0.34
H -0.26 4.32 0.77
H 1.37 4.94 0.61
H -0.81 5.33 -1.51
H 0.54 4.19 -1.59
H 0.85 5.94 -1.59
C 5.27 -6.00 1.44
C 4.45 -7.23 1.82
O 5.25 -8.39 2.07
C 6.20 -8.28 3.13
C 5.58 -7.98 4.48
H 5.87 -6.21 0.55
H 4.60 -5.16 1.23
H 5.95 -5.70 2.24
H 3.79 -7.48 0.99
H 3.81 -7.02 2.68
H 6.97 -7.54 2.87
H 6.71 -9.25 3.18
H 5.06 -7.02 4.49
H 6.35 -7.95 5.26
H 4.84 -8.75 4.74
C -2.64 -3.41 1.87
C -2.70 -4.31 3.10
O -1.62 -4.11 4.00
C -1.50 -2.81 4.57
C -2.72 -2.37 5.36
H -1.70 -3.55 1.34
H -3.47 -3.63 1.20
H -2.70 -2.35 2.14
H -2.64 -5.35 2.76
H -3.66 -4.21 3.62
H -1.26 -2.08 3.78
H -0.63 -2.83 5.24
H -3.61 -2.32 4.74
H -2.55 -1.39 5.80
H -2.92 -3.09 6.17
C -1.86 8.62 -4.96
C -0.89 7.58 -4.42
O -1.50 6.30 -4.22
C -2.05 5.67 -5.38
C -1.03 5.42 -6.47
H -2.71 8.74 -4.29
H -1.35 9.59 -5.06
H -2.25 8.35 -5.94
H -0.53 7.91 -3.45
H -0.01 7.48 -5.07
H -2.90 6.25 -5.75
H -2.46 4.71 -5.04
H -0.59 6.34 -6.85
H -1.50 4.90 -7.32
H -0.21 4.80 -6.10
C -5.47 7.65 3.72
C -6.28 6.42 4.10
O -5.49 5.27 4.35
C -4.53 5.37 5.41
C -5.16 5.67 6.76
H -4.86 7.44 2.83
H -6.13 8.49 3.50
H -4.79 7.95 4.52
H -6.95 6.17 3.27
H -6.93 6.63 4.96
H -3.77 6.11 5.15
H -4.02 4.40 5.46
H -5.68 6.63 6.76
H -4.39 5.70 7.53
H -5.89 4.90 7.02

These are the Mulliken partial charges, in e, on atoms 1 to 6: -0.98 -0.16 -0.26 -0.34 0.43 0.40

=====

[2]
C28H70ClN8O12P2 | wB97M-V/def2-TZVPD

Total charge: -2
Frontier orbital gap (alpha / beta), eV: 1.3 / 7.9
⟨S²⟩: 0.750
LUMO (alpha / beta), eV: 3.88 / 3.81
2S+1: 2
Highest occupied orbital energy (alpha / beta), eV: 2.5911 / -4.0977

Atoms and positions in Å:
Cl -0.36 0.52 0.04
O -1.59 0.69 -0.71
O -0.76 -0.41 1.09
O 0.71 0.09 -0.75
O -0.06 1.79 0.57
O -0.25 -3.27 3.62
P 0.62 -4.20 2.84
N 0.99 -5.71 3.54
C 1.80 -6.71 2.86
C 0.18 -6.24 4.76
N 2.16 -3.52 2.52
C 2.98 -3.53 3.69
C 2.19 -2.35 1.57
N 0.01 -4.66 1.29
C -1.37 -4.57 0.82
C 0.86 -5.13 0.19
H 2.38 -7.33 3.54
H 2.49 -6.15 2.22
H 1.22 -7.41 2.26
H 0.41 -7.28 5.00
H -0.84 -6.41 4.41
H 0.32 -5.67 5.68
H 2.44 -3.22 4.58
H 3.34 -4.54 3.89
H 3.78 -2.83 3.46
H 1.64 -1.55 2.06
H 3.22 -2.00 1.47
H 1.84 -2.65 0.58
H -1.84 -5.53 1.00
H -1.82 -3.75 1.38
H -1.34 -4.49 -0.27
H 0.58 -6.18 0.05
H 1.89 -4.92 0.48
H 0.69 -4.56 -0.73
O -2.13 4.96 -5.85
P -1.73 4.01 -4.83
N -0.22 3.27 -5.15
C 0.71 3.73 -6.21
C 0.33 2.18 -4.33
N -2.72 2.59 -4.66
C -2.94 1.81 -5.88
C -3.89 2.68 -3.81
N -1.45 4.72 -3.27
C -1.02 3.97 -2.07
C -1.34 6.15 -3.17
H 0.42 4.75 -6.48
H 0.65 3.00 -7.02
H 1.68 4.01 -5.80
H -0.46 1.66 -3.80
H 0.97 2.55 -3.53
H 0.86 1.43 -4.92
H -3.52 2.36 -6.61
H -1.95 1.57 -6.29
H -3.53 0.90 -5.74
H -4.49 3.53 -4.13
H -4.50 1.77 -3.89
H -3.57 2.82 -2.78
H -1.34 2.94 -2.17
H 0.05 3.93 -1.85
H -1.56 4.27 -1.17
H -1.58 6.54 -4.16
H -0.32 6.38 -2.86
H -2.06 6.48 -2.43
O -5.13 -2.97 2.12
C -4.91 -2.09 1.29
O -5.17 -2.37 -0.06
C -5.02 -1.12 -0.79
C -5.06 0.00 0.19
C -4.58 -0.59 1.45
H -5.90 -0.95 -1.41
H -4.17 -1.10 -1.48
H -6.07 0.28 0.50
H -4.52 0.88 -0.15
H -5.09 -0.13 2.29
H -3.49 -0.50 1.49
O -2.64 -4.03 -5.29
C -2.15 -3.29 -4.49
O -1.52 -2.14 -4.90
C -0.73 -1.58 -3.84
C -1.41 -2.16 -2.66
C -1.80 -3.57 -3.01
H -0.68 -0.50 -3.86
H 0.26 -2.01 -3.97
H -2.31 -1.65 -2.32
H -0.78 -2.09 -1.77
H -2.71 -3.86 -2.48
H -0.92 -4.21 -3.03
C 4.34 2.47 -1.36
C 4.67 1.45 -0.32
C 6.06 1.70 0.30
O 7.13 1.65 -0.68
C 7.51 0.30 -0.91
N 3.61 1.39 0.73
H 3.98 3.45 -1.03
H 3.63 1.94 -2.00
H 5.18 2.67 -2.03
H 4.81 0.46 -0.75
H 6.32 1.01 1.11
H 6.05 2.65 0.82
H 8.37 0.29 -1.58
H 6.69 -0.31 -1.31
H 7.96 -0.16 -0.03
H 2.82 0.87 0.38
H 3.18 2.31 0.82
C -0.87 3.49 4.39
C 0.31 2.80 4.97
C 0.12 2.51 6.48
O -0.04 3.78 7.19
C -0.79 3.62 8.34
N 0.56 1.63 4.18
H -1.08 4.44 4.89
H -1.78 2.89 4.51
H -0.70 3.62 3.32
H 1.12 3.50 4.79
H 0.96 2.00 6.94
H -0.71 1.81 6.56
H -0.25 2.95 9.01
H -1.79 3.31 8.06
H -0.81 4.66 8.66
H 0.63 1.99 3.24
H 1.50 1.31 4.36

These are the Mulliken partial charges, in e, on atoms 1 to 6: 1.55 -0.66 -0.60 -0.57 -0.59 -1.00

=====

Number 1: energy -2119.24342 a.u.. Number 2: energy -3592.40159 a.u..